# 1
A structure of composition C16H24N4O5S3SiTl. Source: the Open Molecules 2025 dataset; level of theory: wB97M-V/def2-TZVPD.

Positions of all 54 atoms, in Å:
Tl  -0.73  -1.27  0.59
C  3.50  -3.18  -1.19
C  2.08  -2.81  -0.89
N  1.74  -1.64  -0.42
O  2.65  -0.75  -0.19
C  0.98  -3.77  -1.09
C  1.33  -5.23  -1.12
N  -0.21  -3.31  -1.23
O  -1.19  -4.34  -1.35
H  4.10  -2.28  -1.10
H  3.61  -3.58  -2.20
H  3.89  -3.92  -0.49
H  1.82  0.73  0.19
H  1.89  -5.45  -2.04
H  0.45  -5.86  -1.08
H  1.99  -5.46  -0.29
C  2.12  0.77  3.00
Si  1.34  2.17  2.04
C  -0.40  2.53  2.65
C  2.37  3.74  2.29
N  1.31  1.61  0.40
C  0.65  2.16  -0.68
C  0.42  1.37  -1.82
C  -0.23  1.90  -2.92
C  -0.67  3.22  -2.94
C  -0.46  4.00  -1.81
C  0.19  3.48  -0.69
H  2.27  1.04  4.05
H  3.09  0.49  2.58
H  1.49  -0.12  2.97
H  -0.38  2.83  3.70
H  -1.03  1.64  2.56
H  -0.87  3.33  2.08
H  2.62  3.86  3.34
H  1.83  4.64  1.97
H  3.30  3.69  1.72
H  0.76  0.35  -1.82
H  -0.41  1.26  -3.78
H  -1.18  3.62  -3.80
H  -0.79  5.03  -1.79
H  0.37  4.12  0.16
O  -3.44  -5.21  1.46
S  -2.77  -3.97  1.14
O  -1.36  -3.91  1.51
O  -3.52  -2.77  1.47
S  -2.69  -3.76  -1.00
S  -5.53  0.89  -0.29
C  -4.45  2.14  -0.74
C  -3.18  1.66  -0.76
N  -3.05  0.34  -0.43
C  -4.21  -0.19  -0.16
H  -4.78  3.14  -0.96
H  -2.30  2.24  -1.00
H  -4.32  -1.22  0.17

## Properties
ΔE to the lowest compared entry with this formula, charge and spin: 10.36 kJ/mol
HOMO: -4.964 eV
charge: -1
E: -78257.80948 eV

natural (NBO) population analysis, charges in e, atoms 1 to 2: atom 1 (Tl): 0.76, atom 2 (C): -0.67

---

# 2
The molecule C19H32N4O4 at a distorted geometry. Source: the Open Molecules 2025 dataset; level of theory: wB97M-V/def2-TZVPD.

Positions of all 59 atoms, in Å:
C  4.15  1.01  -1.54
C  2.68  1.38  -2.06
O  1.92  0.44  -2.06
C  1.04  0.15  -2.98
O  0.87  0.98  -3.75
N  0.18  -0.99  -2.93
C  0.61  -2.04  -2.02
C  -0.56  -3.23  -1.83
C  -1.87  -2.43  -1.77
N  -1.99  -1.17  -0.84
C  -2.05  -1.57  0.50
C  -2.25  -0.64  1.76
N  -2.28  0.59  1.89
C  -2.39  1.02  3.21
C  -1.15  1.87  3.46
C  0.20  1.20  3.22
N  0.08  1.34  1.65
C  1.04  0.16  1.42
C  2.36  -0.10  1.96
C  0.75  2.54  1.25
C  0.00  3.07  0.04
C  -2.47  -1.81  2.52
O  -2.79  -2.07  3.54
C  -2.50  -2.71  1.40
O  -2.46  -3.88  1.08
C  -2.20  -1.76  -3.22
C  -0.80  -1.43  -3.86
H  4.02  0.85  -0.60
H  4.82  1.93  -1.71
H  4.55  0.19  -2.18
H  2.12  2.13  -1.55
H  2.80  1.71  -3.20
H  0.94  -1.58  -0.94
H  1.61  -2.83  -2.23
H  -0.56  -3.84  -2.64
H  -0.37  -3.35  -0.70
H  -2.58  -3.08  -1.34
H  -1.48  -0.30  -0.86
H  -2.15  1.17  1.20
H  -3.42  1.78  3.25
H  -2.41  0.31  3.86
H  -1.32  2.17  4.57
H  -1.14  2.76  2.90
H  0.08  0.17  3.48
H  0.99  1.81  3.94
H  1.32  0.41  0.36
H  0.46  -0.62  1.50
H  2.53  -0.24  3.05
H  3.06  -0.84  1.61
H  2.98  0.86  1.83
H  0.85  3.19  2.07
H  1.83  2.50  0.91
H  0.02  2.22  -0.74
H  -1.21  2.94  0.27
H  0.17  3.98  -0.47
H  -2.54  -2.55  -3.90
H  -2.61  -0.87  -2.96
H  -0.91  -0.59  -4.55
H  -0.56  -2.29  -4.30

## Properties
ΔE to the lowest compared entry with this formula, charge and spin: 1582.47 kJ/mol
HOMO: -7.221 eV
E: -34358.76982 eV

natural (NBO) population analysis, charges in e, atoms 1 to 2: atom 1 (C): -0.60, atom 2 (C): -0.03

---

# 3
The molecule C3H9N3 at a distorted geometry. Source: the Open Molecules 2025 dataset; level of theory: wB97M-V/def2-TZVPD.

Positions of all 15 atoms, in Å:
C  0.42  -1.71  -0.33
N  0.09  -0.81  1.08
N  0.60  0.47  1.12
C  1.28  1.01  -0.07
N  -0.84  0.28  1.16
C  -1.74  0.66  0.06
H  1.55  -1.73  -0.44
H  0.00  -2.68  -0.15
H  -0.12  -1.22  -1.04
H  1.03  0.88  -1.17
H  1.55  2.11  0.01
H  2.25  0.41  -0.09
H  -2.28  -0.23  -0.15
H  -2.48  1.32  0.78
H  -1.31  1.24  -0.77

## Properties
ΔE to the lowest compared entry with this formula, charge and spin: 620.99 kJ/mol
HOMO: -8.255 eV
E: -7721.13783 eV

natural (NBO) population analysis, charges in e, atoms 1 to 2: atom 1 (C): -0.46, atom 2 (N): -0.13